No. 1
Formula: C41H54BCl3N11ORhS5
Source: OMol25
Level of theory: ωB97M-V/def2-TZVPD

Cartesian coordinates (Å):
1 Rh 0.281 -0.482 -0.327
2 C -3.533 -2.790 -1.477
3 C -4.362 -1.619 -2.002
4 C -4.103 -1.336 -3.479
5 C -5.840 -1.948 -1.818
6 N -4.041 -0.387 -1.194
7 C -4.970 0.316 -0.444
8 C -4.327 1.358 0.114
9 N -3.004 1.307 -0.281
10 B -2.034 2.380 0.290
11 N -1.644 2.049 1.735
12 C -1.644 3.024 2.708
13 C -1.360 2.431 3.883
14 N -1.168 1.084 3.631
15 C -1.338 0.875 2.307
16 S -1.223 -0.644 1.449
17 C -0.804 0.082 4.693
18 C -0.775 0.782 6.049
19 C 0.586 -0.455 4.387
20 C -1.856 -1.023 4.742
21 N -0.801 2.721 -0.619
22 C -1.026 3.527 -1.698
23 C 0.174 3.851 -2.240
24 N 1.139 3.213 -1.502
25 C 0.523 2.503 -0.524
26 S 1.274 1.383 0.591
27 C 2.617 3.510 -1.638
28 C 2.809 4.551 -2.738
29 C 3.378 2.253 -2.025
30 C 3.101 4.092 -0.312
31 C -2.853 0.239 -1.070
32 S -1.371 -0.192 -1.892
33 H -3.872 -3.705 -1.964
34 H -2.473 -2.666 -1.688
35 H -3.672 -2.901 -0.401
36 H -4.374 -2.219 -4.057
37 H -4.718 -0.503 -3.823
38 H -3.059 -1.108 -3.684
39 H -6.056 -2.841 -2.402
40 H -6.088 -2.166 -0.778
41 H -6.488 -1.152 -2.187
42 H -5.999 0.026 -0.376
43 H -4.694 2.141 0.753
44 H -2.667 3.399 0.339
45 H -1.874 4.049 2.481
46 H -1.296 2.850 4.867
47 H -0.020 1.567 6.095
48 H -1.747 1.195 6.321
49 H -0.516 0.034 6.797
50 H 1.296 0.366 4.270
51 H 0.909 -1.074 5.222
52 H 0.583 -1.061 3.484
53 H -2.837 -0.613 4.985
54 H -1.925 -1.566 3.802
55 H -1.579 -1.732 5.524
56 H -2.015 3.848 -1.970
57 H 0.398 4.491 -3.069
58 H 2.460 4.194 -3.708
59 H 2.325 5.499 -2.502
60 H 3.877 4.743 -2.825
61 H 3.022 1.879 -2.987
62 H 4.433 2.511 -2.131
63 H 3.286 1.480 -1.269
64 H 2.499 4.955 -0.025
65 H 3.069 3.356 0.490
66 H 4.134 4.423 -0.426
67 Cl -1.422 -11.334 2.113
68 C -0.829 -9.713 2.187
69 C -1.651 -8.662 1.815
70 C -1.151 -7.373 1.888
71 C 0.145 -7.103 2.317
72 C 0.613 -5.669 2.359
73 C 1.701 -5.348 1.338
74 N 1.876 -3.895 1.259
75 C 2.594 -3.105 2.119
76 C 2.282 -1.815 1.808
77 N 1.388 -1.819 0.759
78 C 1.158 -3.086 0.469
79 O 1.117 -5.312 3.632
80 C 0.293 -4.418 4.381
81 C 0.842 -4.357 5.764
82 C 0.289 -4.996 6.835
83 Cl -1.144 -5.939 6.835
84 S 1.186 -4.799 8.274
85 C 2.348 -3.840 7.461
86 C 2.047 -3.692 6.144
87 C 0.941 -8.189 2.677
88 Cl 2.582 -7.975 3.215
89 C 0.467 -9.488 2.620
90 H -2.662 -8.855 1.489
91 H -1.796 -6.545 1.617
92 H -0.256 -5.043 2.113
93 H 1.444 -5.713 0.344
94 H 2.645 -5.792 1.643
95 H 3.233 -3.532 2.871
96 H 2.618 -0.900 2.269
97 H 0.494 -3.443 -0.304
98 H -0.740 -4.776 4.408
99 H 0.306 -3.431 3.897
100 H 3.196 -3.451 7.999
101 H 2.665 -3.138 5.451
102 H 1.103 -10.312 2.910
103 C 2.013 0.855 -6.227
104 C 1.472 -0.437 -5.615
105 C 1.840 -0.587 -4.176
106 N 1.011 -0.445 -3.209
107 N 1.583 -0.587 -1.962
108 C 2.883 -0.809 -2.033
109 N 3.711 -0.926 -0.985
110 S 3.462 -0.925 -3.649
111 H 1.858 0.855 -7.304
112 H 3.083 0.973 -6.048
113 H 1.502 1.723 -5.811
114 H 1.835 -1.304 -6.171
115 H 0.383 -0.459 -5.656
116 H 3.367 -0.709 -0.069
117 H 4.706 -0.936 -1.122

As for the total charge: +2. For the molecular weight, the calculation gives 1097.4 Da. As for the energy above the lowest of the compared OMol25 structures with the same formula, charge and spin: 0.00 kJ/mol. Its multiplicity is 1. The calculation puts the orbital gap at 6.09 eV.

=====

No. 2
Formula: C41H54N4O2PtSe2
Source: OMol25
Level of theory: ωB97M-V/def2-TZVPD

Cartesian coordinates (Å):
1 Pt -0.618 0.177 -0.732
2 C -6.752 0.714 -0.264
3 C -5.950 0.443 1.017
4 C -4.607 -0.156 0.733
5 C -4.232 -1.466 0.795
6 C -5.056 -2.656 1.178
7 C -5.588 -3.424 -0.041
8 C -2.861 -1.525 0.352
9 N -2.422 -0.291 0.027
10 C -3.459 0.579 0.257
11 C -3.369 1.970 0.142
12 C -2.230 2.672 -0.170
13 C -2.117 4.150 -0.143
14 C -3.271 5.076 0.069
15 C -4.125 5.228 -1.197
16 C -0.840 4.452 -0.397
17 C -0.130 3.174 -0.628
18 C 1.163 3.058 -0.990
19 C 1.797 1.848 -1.419
20 N 1.185 0.644 -1.489
21 C 2.074 -0.218 -2.071
22 C 1.875 -1.594 -2.224
23 C 0.847 -2.308 -1.667
24 N -0.227 -1.780 -1.018
25 C -0.922 -2.827 -0.454
26 C -2.090 -2.727 0.218
27 C -0.233 -4.097 -0.789
28 C 0.816 -3.784 -1.555
29 C 1.839 -4.706 -2.143
30 C 3.102 -4.837 -1.276
31 C -0.687 -5.453 -0.352
32 C -1.758 -6.050 -1.279
33 C 3.290 0.488 -2.399
34 C 3.116 1.773 -1.989
35 C 4.085 2.910 -2.087
36 C 3.888 3.763 -3.347
37 C 4.514 -0.116 -3.019
38 C 5.449 -0.769 -1.988
39 N -1.022 2.132 -0.469
40 C -0.191 5.797 -0.426
41 C 0.502 6.129 0.904
42 H -7.737 1.128 -0.032
43 H -6.891 -0.208 -0.831
44 H -6.225 1.422 -0.907
45 H -6.516 -0.227 1.666
46 H -5.830 1.379 1.571
47 H -5.896 -2.331 1.794
48 H -4.462 -3.329 1.802
49 H -6.262 -2.793 -0.626
50 H -6.136 -4.320 0.262
51 H -4.769 -3.728 -0.697
52 H -4.260 2.542 0.375
53 H -2.901 6.053 0.384
54 H -3.895 4.705 0.886
55 H -3.519 5.614 -2.019
56 H -4.956 5.916 -1.030
57 H -4.534 4.265 -1.509
58 H 1.755 3.964 -1.037
59 H 2.659 -2.152 -2.721
60 H -2.519 -3.636 0.623
61 H 2.110 -4.351 -3.140
62 H 1.389 -5.690 -2.277
63 H 3.555 -3.863 -1.090
64 H 3.842 -5.479 -1.759
65 H 2.855 -5.262 -0.301
66 H -1.076 -5.388 0.666
67 H 0.176 -6.122 -0.312
68 H -2.635 -5.400 -1.331
69 H -2.080 -7.031 -0.926
70 H -1.369 -6.161 -2.293
71 H 5.102 2.512 -2.072
72 H 3.993 3.541 -1.199
73 H 4.084 3.174 -4.246
74 H 4.563 4.621 -3.349
75 H 2.862 4.134 -3.415
76 H 5.054 0.662 -3.562
77 H 4.216 -0.859 -3.763
78 H 5.805 -0.027 -1.270
79 H 6.314 -1.225 -2.474
80 H 4.921 -1.535 -1.418
81 H -0.941 6.557 -0.651
82 H 0.540 5.833 -1.237
83 H -0.230 6.182 1.714
84 H 1.023 7.087 0.849
85 H 1.230 5.356 1.167
86 O 4.009 1.386 4.173
87 C 3.593 0.141 4.739
88 C 2.837 -0.663 3.682
89 C 2.374 -1.952 4.348
90 O 1.484 -1.662 5.434
91 C 1.653 0.186 3.218
92 Se 0.468 -0.723 1.968
93 C 3.783 -0.995 2.520
94 Se 2.919 -1.836 0.972
95 H 4.555 1.848 4.813
96 H 2.936 0.305 5.595
97 H 4.454 -0.449 5.071
98 H 3.250 -2.488 4.723
99 H 1.898 -2.583 3.599
100 H 0.712 -2.225 5.368
101 H 2.012 1.086 2.721
102 H 1.044 0.479 4.069
103 H 4.549 -1.690 2.866
104 H 4.270 -0.087 2.184

For the molecular weight, the calculation gives 987.9 Da. As for the energy above the lowest of the compared OMol25 structures with the same formula, charge and spin: 0.00 kJ/mol. Its multiplicity is 5. The calculation puts the orbital gap (spin up / spin down) at 4.79 / 4.77 eV. Its expectation value of S² is 6.049.

=====

No. 3
Formula: C41H56Cl3F12NO20
Source: OMol25
Level of theory: ωB97M-V/def2-TZVPD

Cartesian coordinates (Å):
1 C 2.958 -3.813 -1.599
2 C 2.550 -4.677 -2.528
3 C 1.210 -4.487 -3.162
4 O 0.888 -3.423 -3.589
5 O 0.404 -5.561 -3.315
6 C 0.283 -6.467 -2.206
7 C -1.169 -6.535 -1.768
8 C -1.746 -5.166 -1.407
9 C -0.868 -4.374 -0.442
10 C -1.406 -2.974 -0.121
11 C -1.188 -2.041 -1.316
12 C -1.537 -0.546 -1.177
13 C -1.992 0.004 -2.545
14 C -0.794 0.248 -3.482
15 C -1.150 0.298 -4.972
16 O -1.019 1.599 -5.535
17 C 0.318 2.023 -5.703
18 C -2.601 -0.227 -0.114
19 C -4.083 -0.324 -0.459
20 C -4.917 -0.072 0.817
21 Cl -4.553 -1.914 -1.152
22 O -0.347 0.217 -0.889
23 C 0.294 -0.053 0.318
24 C 1.666 0.640 0.302
25 N 2.315 0.346 -0.940
26 O 1.606 2.048 0.366
27 C 0.820 2.603 1.411
28 C -0.583 3.011 0.925
29 Cl -1.719 2.608 2.287
30 C -0.698 4.497 0.582
31 C -2.113 5.040 0.578
32 Cl -0.033 4.622 -1.097
33 C 2.479 0.051 1.511
34 F 1.675 -0.212 2.572
35 F 3.011 -1.144 1.151
36 C 3.657 0.926 2.027
37 F 3.182 1.819 2.918
38 F 4.248 1.576 1.019
39 C 4.762 0.120 2.770
40 F 5.547 -0.527 1.905
41 F 5.527 0.974 3.467
42 F 4.226 -0.755 3.627
43 H 2.259 -3.344 -0.912
44 H 3.997 -3.527 -1.496
45 H 3.160 -5.527 -2.818
46 H 0.639 -7.451 -2.519
47 H 0.909 -6.146 -1.372
48 H -1.774 -7.016 -2.538
49 H -1.192 -7.177 -0.880
50 H -2.726 -5.292 -0.940
51 H -1.894 -4.588 -2.322
52 H -0.775 -4.940 0.493
53 H 0.148 -4.254 -0.832
54 H -0.891 -2.630 0.780
55 H -2.465 -3.062 0.131
56 H -0.124 -2.092 -1.575
57 H -1.712 -2.463 -2.173
58 H -2.520 0.951 -2.406
59 H -2.647 -0.730 -3.016
60 H -0.370 1.221 -3.227
61 H -0.026 -0.509 -3.322
62 H -2.166 -0.022 -5.204
63 H -0.491 -0.374 -5.538
64 H 0.433 2.435 -6.707
65 H 0.576 2.794 -4.971
66 H 1.023 1.194 -5.585
67 H -2.428 -0.770 0.819
68 H -2.457 0.834 0.123
69 H -4.361 0.445 -1.175
70 H -4.265 0.216 1.642
71 H -5.435 -0.982 1.116
72 H -5.653 0.714 0.653
73 H 0.486 -1.125 0.453
74 H -0.286 0.274 1.189
75 H 2.088 -0.574 -1.291
76 H 3.315 0.486 -0.910
77 H 0.724 1.934 2.264
78 H 1.340 3.496 1.764
79 H -0.900 2.401 0.082
80 H -0.055 5.082 1.235
81 H -2.175 5.925 -0.054
82 H -2.812 4.313 0.161
83 H -2.420 5.348 1.576
84 O 0.830 5.435 3.510
85 C 0.988 4.606 4.346
86 O 2.043 4.539 5.184
87 C 1.811 3.480 6.122
88 C 0.812 2.622 5.375
89 F -0.077 2.019 6.200
90 O 0.135 3.572 4.573
91 H 1.369 3.888 7.031
92 H 2.738 2.973 6.363
93 H 1.258 1.865 4.727
94 O -4.680 7.186 0.725
95 C -5.184 6.814 1.728
96 O -6.512 6.594 1.891
97 C -6.717 6.019 3.183
98 C -5.473 6.465 3.928
99 F -5.063 5.554 4.839
100 O -4.519 6.556 2.890
101 H -6.741 4.931 3.101
102 H -7.644 6.380 3.617
103 H -5.560 7.436 4.419
104 O -4.041 -1.902 -5.479
105 C -4.521 -1.240 -6.334
106 O -5.737 -0.646 -6.264
107 C -5.901 0.178 -7.420
108 C -4.926 -0.451 -8.396
109 F -4.369 0.460 -9.228
110 O -3.935 -0.971 -7.535
111 H -5.601 1.201 -7.188
112 H -6.934 0.160 -7.755
113 H -5.340 -1.263 -8.996
114 O 4.243 2.979 8.110
115 C 4.219 1.885 8.563
116 O 4.812 1.497 9.712
117 C 4.428 0.147 9.987
118 C 4.039 -0.357 8.611
119 F 3.032 -1.256 8.654
120 O 3.586 0.827 7.979
121 H 3.565 0.142 10.654
122 H 5.251 -0.396 10.440
123 H 4.861 -0.777 8.029
124 O 5.541 -6.352 -4.363
125 C 6.201 -5.507 -3.865
126 O 7.472 -5.196 -4.208
127 C 7.869 -4.034 -3.476
128 C 6.924 -4.074 -2.291
129 F 6.581 -2.836 -1.859
130 O 5.787 -4.706 -2.839
131 H 7.690 -3.142 -4.077
132 H 8.918 -4.096 -3.205
133 H 7.282 -4.654 -1.439

For the molecular weight, the calculation gives 1217.2 Da. Its multiplicity is 1. The SMILES is C=CC(=O)OCCCCCC[C@@](CCCOC)(C[C@H](C)Cl)OC[C@@](N)(OC[C@@H](Cl)[C@H](C)Cl)C(F)(F)C(F)(F)C(F)(F)F.O=C1OC[C@@H](F)O1.O=C1OC[C@@H](F)O1.O=C1OC[C@@H](F)O1.O=C1OC[C@@H](F)O1.O=C1OC[C@@H](F)O1. The calculation puts the orbital gap at 9.22 eV.

=====

Strongest force on any atom across the listed records, respectively: 0.73; 0.41; 1.22 eV/A.